1.
{"formula": "C3H4N2O3", "method": "ωB97M-V/def2-TZVPD", "symbols": ["C", "N", "O", "C", "N", "O", "C", "O", "H", "H", "H", "H"], "coordinates": [[1.231, -0.984, -0.073], [0.120, -1.521, 0.171], [-0.917, -1.023, -0.837], [-1.934, -0.412, -0.184], [-1.537, 0.828, 0.158], [-0.467, 1.417, -0.482], [0.695, 1.089, 0.039], [1.622, 0.235, -0.651], [2.013, -1.483, 0.611], [-2.818, -0.968, 0.070], [0.639, 0.751, 1.202], [1.352, 2.070, -0.025]], "atomic_forces_ev_per_a": [[2.96, -0.14, 1.35], [-1.63, -0.18, -2.13], [0.56, -2.06, -0.08], [5.41, 4.46, 0.29], [-5.69, -2.12, 0.77], [-1.44, -1.16, -1.15], [4.78, 4.02, 3.44], [-2.30, -3.43, 0.82], [-0.78, 0.89, -1.33], [-0.34, 0.42, 0.42], [-0.11, 0.86, -2.81], [-1.42, -1.58, 0.41]], "e_above_lowest_ev": 7.6217, "homo_ev": -9.93, "gap_ev": 10.039, "smiles": "C1=N\\O/C=N\\OCO/1"}



2.
{"formula": "C12H29N2O6P", "method": "ωB97M-V/def2-TZVPD", "symbols": ["C", "P", "C", "O", "C", "O", "O", "C", "C", "O", "C", "N", "H", "H", "H", "H", "H", "H", "H", "H", "H", "H", "H", "H", "H", "H", "C", "O", "C", "C", "N", "C", "C", "O", "C", "H", "H", "H", "H", "H", "H", "H", "H", "H", "H", "H", "H", "H", "H", "H"], "coordinates": [[7.078, -0.234, -1.427], [5.380, 0.414, -1.650], [5.782, 1.906, -2.628], [4.757, -0.631, -2.829], [3.607, -0.193, -3.415], [3.573, 0.237, -4.563], [2.556, -0.307, -2.585], [1.341, -0.724, -3.219], [0.217, -0.622, -2.196], [-0.633, -1.761, -2.282], [-0.678, 0.571, -2.398], [-0.098, 1.825, -1.894], [7.357, 0.064, -0.428], [7.778, 0.214, -2.123], [7.143, -1.308, -1.522], [6.558, 2.454, -2.108], [4.907, 2.530, -2.711], [6.174, 1.661, -3.610], [1.144, -0.154, -4.115], [1.441, -1.766, -3.500], [0.681, -0.605, -1.215], [-0.138, -2.523, -1.994], [-0.928, 0.662, -3.448], [-1.613, 0.365, -1.884], [-0.571, 2.564, -2.393], [-0.432, 1.934, -0.947], [-4.305, -2.534, 1.420], [-4.780, -1.531, 2.298], [-4.356, -1.682, 3.647], [-3.398, -0.580, 4.041], [-2.123, -0.721, 3.351], [-1.222, 0.418, 3.494], [-1.662, 1.762, 2.922], [-1.748, 1.789, 1.509], [-2.979, 1.332, 0.969], [-4.803, -2.391, 0.464], [-3.223, -2.462, 1.262], [-4.545, -3.533, 1.794], [-3.908, -2.666, 3.810], [-5.248, -1.610, 4.277], [-3.224, -0.628, 5.120], [-3.890, 0.377, 3.821], [-2.300, -0.869, 2.367], [-0.282, 0.148, 3.008], [-0.999, 0.552, 4.557], [-0.892, 2.491, 3.186], [-2.597, 2.124, 3.365], [-3.829, 1.538, 1.624], [-2.932, 0.260, 0.760], [-3.140, 1.842, 0.019]], "atomic_forces_ev_per_a": [[-0.20, 0.14, -0.56], [-0.09, 0.24, 0.91], [0.05, -0.38, -0.15], [-0.13, 0.58, -0.39], [0.16, 0.65, -1.97], [-0.09, -1.07, 2.27], [0.62, -0.35, -0.40], [-0.30, 0.09, 0.23], [0.07, -0.31, -0.10], [-0.32, 0.21, -0.24], [-0.37, 0.35, 0.53], [-0.25, -0.24, -0.40], [0.18, -0.04, 0.39], [0.14, 0.03, -0.23], [-0.13, -0.32, 0.12], [0.13, 0.18, 0.34], [-0.25, 0.27, -0.15], [-0.05, -0.11, -0.25], [0.06, 0.32, -0.18], [0.18, -0.27, -0.11], [0.09, 0.27, 0.33], [0.19, -0.41, 0.10], [0.08, 0.05, -0.31], [-0.26, -0.26, 0.05], [0.18, 0.34, -0.13], [0.27, 0.06, 0.40], [-0.07, 0.09, 0.01], [0.12, -0.10, -0.09], [-0.18, 0.10, 0.14], [0.12, 0.01, -0.16], [-0.08, 0.13, 0.03], [0.05, -0.18, -0.06], [0.19, 0.15, 0.13], [-0.24, 0.03, -0.09], [0.28, -0.11, -0.21], [-0.01, 0.03, 0.00], [0.01, -0.08, 0.03], [0.04, -0.03, 0.00], [0.08, 0.00, -0.05], [-0.01, -0.03, 0.00], [0.01, 0.02, 0.02], [-0.07, 0.00, 0.10], [0.00, -0.05, -0.05], [0.03, 0.04, 0.02], [-0.04, 0.02, 0.03], [0.00, 0.01, -0.02], [-0.07, -0.10, -0.03], [0.03, -0.01, 0.08], [-0.19, -0.03, 0.04], [0.03, 0.07, 0.04]], "e_above_lowest_ev": 3.4183, "homo_ev": -8.61, "gap_ev": 9.307, "smiles": "CP(C)OC(=O)OC[C@H](O)CN.COCCNCCOC"}



3.
{"formula": "C37H35CoNO3PSe3Te2", "method": "ωB97M-V/def2-TZVPD", "symbols": ["Co", "Se", "Se", "Te", "Se", "O", "C", "O", "C", "P", "C", "C", "C", "C", "C", "C", "C", "C", "C", "C", "C", "C", "H", "H", "H", "H", "H", "H", "H", "H", "H", "H", "H", "H", "C", "C", "C", "C", "C", "C", "Te", "N", "C", "O", "C", "C", "C", "C", "C", "C", "C", "C", "C", "C", "C", "C", "C", "C", "C", "C", "H", "H", "H", "H", "H", "H", "H", "H", "H", "H", "H", "H", "H", "H", "H", "H", "H", "H", "H", "H", "H", "H", "H"], "coordinates": [[0.806, 1.067, 2.079], [3.054, 1.018, 1.521], [4.044, 2.132, 3.264], [2.827, 1.276, 5.329], [0.503, 1.858, 4.806], [-3.100, 2.073, 1.304], [-1.942, 2.113, 1.709], [-1.167, 1.126, 1.886], [-1.306, 3.483, 2.021], [0.457, 3.306, 1.597], [1.084, 5.025, 1.845], [2.452, 5.224, 1.995], [2.981, 6.502, 2.060], [2.148, 7.605, 1.974], [0.781, 7.418, 1.847], [0.252, 6.141, 1.783], [0.525, 3.391, -0.231], [1.791, 3.395, -0.817], [1.931, 3.391, -2.191], [0.804, 3.416, -2.998], [-0.455, 3.431, -2.423], [-0.601, 3.394, -1.045], [-1.324, 3.622, 3.108], [-1.843, 4.296, 1.532], [3.107, 4.367, 2.078], [4.049, 6.630, 2.176], [2.558, 8.606, 2.029], [0.121, 8.275, 1.787], [-0.818, 6.031, 1.680], [2.668, 3.375, -0.184], [2.918, 3.358, -2.633], [0.909, 3.407, -4.075], [-1.336, 3.457, -3.050], [-1.588, 3.335, -0.609], [-5.010, -4.665, -3.813], [-4.073, -3.952, -2.876], [-2.890, -4.531, -2.445], [-2.027, -3.864, -1.583], [-0.772, -4.569, -1.150], [-2.323, -2.573, -1.123], [-1.002, -1.566, 0.375], [0.791, -0.724, 2.085], [1.603, -1.377, 2.880], [2.475, -0.854, 3.638], [1.595, -2.886, 2.882], [2.823, -3.534, 3.012], [2.887, -4.916, 3.063], [1.723, -5.669, 3.001], [0.498, -5.028, 2.884], [0.431, -3.643, 2.833], [0.585, -1.503, -1.033], [1.802, -2.064, -0.664], [2.899, -2.023, -1.506], [2.780, -1.428, -2.752], [1.576, -0.855, -3.122], [0.474, -0.866, -2.274], [-0.793, -0.189, -2.702], [-3.527, -1.995, -1.544], [-3.978, -0.627, -1.111], [-4.371, -2.681, -2.414], [-4.657, -5.675, -4.023], [-5.092, -4.125, -4.759], [-6.012, -4.733, -3.384], [-2.638, -5.531, -2.784], [-0.803, -5.623, -1.429], [-0.643, -4.486, -0.069], [0.100, -4.111, -1.616], [3.720, -2.933, 3.085], [3.849, -5.405, 3.174], [1.772, -6.751, 3.058], [-0.417, -5.607, 2.850], [-0.523, -3.137, 2.777], [1.891, -2.533, 0.308], [3.845, -2.450, -1.194], [3.624, -1.398, -3.431], [1.493, -0.375, -4.092], [-0.603, 0.504, -3.522], [-1.227, 0.357, -1.862], [-1.533, -0.922, -3.026], [-3.316, -0.187, -0.369], [-4.979, -0.674, -0.679], [-4.025, 0.042, -1.974], [-5.293, -2.207, -2.734]], "atomic_forces_ev_per_a": [[-0.13, 1.83, 0.13], [0.71, -0.08, -0.53], [0.28, 0.04, 0.45], [-0.96, 0.01, -0.66], [0.84, -0.28, 0.30], [-0.38, 0.02, -0.06], [0.14, 0.27, -0.03], [-0.33, -0.32, 0.25], [0.08, -0.16, -0.08], [-0.24, 0.48, -0.26], [0.16, -0.24, 0.25], [0.04, -0.07, 0.03], [0.07, 0.06, -0.04], [0.05, 0.08, 0.09], [-0.02, 0.14, -0.02], [-0.01, -0.03, 0.02], [-0.12, -0.08, -0.04], [-0.01, 0.07, 0.08], [0.01, 0.03, -0.06], [-0.02, 0.01, -0.10], [-0.11, -0.01, -0.17], [0.05, -0.03, 0.14], [-0.04, 0.07, -0.09], [-0.05, -0.11, 0.02], [-0.02, -0.03, 0.00], [0.06, 0.02, 0.02], [0.02, 0.03, -0.02], [-0.02, 0.01, 0.01], [-0.03, -0.06, -0.03], [0.02, -0.08, -0.02], [0.04, 0.01, 0.00], [-0.01, 0.02, -0.07], [-0.06, -0.08, -0.05], [-0.10, 0.05, 0.00], [0.05, 0.06, 0.04], [-0.03, 0.05, -0.02], [-0.07, -0.02, -0.05], [0.13, -0.13, 0.06], [0.00, -0.05, -0.03], [0.13, 0.22, 0.12], [-0.28, -0.28, -0.34], [0.09, -1.80, 0.30], [-0.81, 0.72, -0.77], [0.68, -0.14, 1.03], [0.15, 0.10, 0.19], [-0.05, -0.08, -0.08], [0.09, -0.05, 0.03], [-0.02, -0.15, -0.03], [-0.08, -0.05, 0.07], [0.02, 0.03, 0.10], [0.07, -0.02, 0.17], [0.09, -0.12, 0.15], [0.09, -0.03, -0.06], [0.05, 0.01, -0.07], [0.11, -0.03, -0.09], [-0.20, 0.03, 0.07], [-0.04, 0.00, -0.07], [-0.08, 0.02, -0.03], [0.05, 0.07, 0.11], [-0.02, -0.12, -0.03], [-0.01, -0.04, -0.04], [-0.04, -0.05, -0.05], [-0.04, -0.03, -0.03], [0.04, -0.06, 0.00], [0.01, -0.04, -0.02], [0.10, -0.01, -0.01], [0.10, -0.02, 0.06], [-0.05, 0.06, 0.01], [0.00, -0.04, -0.03], [-0.02, -0.01, -0.03], [-0.02, -0.05, 0.00], [0.08, -0.04, -0.02], [0.01, 0.02, -0.01], [-0.02, -0.02, 0.05], [0.05, 0.02, -0.01], [-0.04, 0.06, 0.01], [0.02, 0.04, -0.02], [-0.03, 0.04, -0.04], [-0.05, 0.01, -0.02], [-0.02, 0.12, 0.00], [-0.05, 0.02, 0.01], [0.01, 0.08, 0.00], [-0.09, 0.06, -0.01]], "e_above_lowest_ev": 0.4717, "homo_ev": [-1.55, -1.47], "gap_ev": [5.485, 4.956], "s2": 2.03, "total_charge": -2, "multiplicity": 3}



4.
{"formula": "C3H3N3O2", "method": "ωB97M-V/def2-TZVPD", "symbols": ["N", "C", "C", "C", "O", "O", "H", "H", "H", "N", "N"], "coordinates": [[1.566, 1.657, 0.227], [0.456, 1.189, 0.009], [-0.706, 0.653, -0.331], [-1.053, -0.583, 0.322], [-0.370, -1.143, 1.124], [-2.234, -1.171, -0.091], [1.626, 2.329, 0.996], [-1.353, 1.202, -1.042], [-2.603, -0.709, -0.844], [1.946, -1.865, -0.557], [2.724, -1.558, 0.187]], "atomic_forces_ev_per_a": [[-1.55, -0.47, -0.15], [1.29, 0.87, 0.07], [0.02, 1.34, -0.67], [-1.06, -1.33, -0.49], [0.08, -0.09, 0.55], [0.69, 0.16, 0.51], [0.07, -0.20, -0.12], [0.51, -0.50, 0.53], [-0.12, 0.24, -0.19], [3.10, 1.20, 2.88], [-3.03, -1.23, -2.92]], "e_above_lowest_ev": 1.2921, "homo_ev": -10.02, "gap_ev": 10.486, "smiles": "N=C=CC(=O)O.N#N"}